Record 1
The following is a quantum chemistry calculation of a cluster of 2 separate species, CH4IN4 in total at a distorted geometry, from the OMol25 dataset.

Results
ΔE to the lowest compared entry with this formula, charge and spin   0.000 eV
HOMO-LUMO gap   7.80 eV
HOMO   -13.16 eV
LUMO energy   -5.36 eV
E   -15153.285 eV

```
! RIJCOSX wB97M-V def2-TZVPD def2/J DEFGRID3
* xyz 1 1
C 1.2669 -0.4844 -0.9769
N -3.1861 0.8200 2.3124
N -2.2462 0.7378 1.6105
N -1.4861 0.5676 0.8010
N 2.2384 -0.3473 -1.8125
I 0.6180 -2.2822 -0.2464
H -3.1962 1.1800 3.2508
H 0.7133 0.3843 -0.6235
H 2.5167 0.5715 -2.1484
H 2.7613 -1.1473 -2.1670
*
```

---

Record 2
The following is a quantum chemistry calculation of a cluster of 2 separate species, CH4INP2 in total at a distorted geometry, from the OMol25 dataset.

Results
ΔE to the lowest compared entry with this formula, charge and spin   2.956 eV
HOMO-LUMO gap (alpha / beta)   6.50 / 6.50 eV
HOMO (alpha / beta)   -7.59 / -7.58 eV
LUMO energy (alpha / beta)   -1.09 / -1.08 eV
E   -29266.991 eV

```
! RIJCOSX wB97M-V def2-TZVPD def2/J DEFGRID3
* xyz 0 1
C -2.3210 -0.3800 0.1304
N -1.6835 3.7441 1.1831
P -2.1893 4.3729 -0.1481
P -1.7127 2.9612 2.5010
I -4.3299 -1.6244 -0.6463
H -2.7299 0.3847 0.8525
H -1.8268 0.1985 -0.6123
H -1.8316 -1.2151 0.5282
H -1.0871 3.9609 -0.8376
*
```

---

Record 3
The following is a quantum chemistry calculation of the molecule CH4IO2PS at a distorted geometry, from the OMol25 dataset.

Results
ΔE to the lowest compared entry with this formula, charge and spin   2.278 eV
HOMO-LUMO gap   7.46 eV
HOMO   -8.63 eV
LUMO energy   -1.17 eV
E   -33418.356 eV

```
! RIJCOSX wB97M-V def2-TZVPD def2/J DEFGRID3
* xyz 0 1
C 0.1142 0.7116 1.2963
O 0.1832 1.2288 -1.4836
O 0.3830 -0.4015 0.4777
P 0.6130 -1.6867 -2.1709
S -0.0292 -0.1629 -1.0580
I -2.4754 -0.0353 -0.6865
H 0.8114 0.5251 2.1988
H -0.8811 0.6882 1.5661
H 0.6869 1.5463 0.8571
H 0.5938 -2.4136 -0.9971
*
```

---

Record 4
The following is a quantum chemistry calculation of a structure of composition CH4InO at a distorted geometry, from the OMol25 dataset.

Results
ΔE to the lowest compared entry with this formula, charge and spin   1.216 eV
HOMO-LUMO gap   4.31 eV
HOMO   -26.86 eV
LUMO energy   -22.56 eV
E   -8278.047 eV

```
! RIJCOSX wB97M-V def2-TZVPD def2/J DEFGRID3
* xyz 3 1
In -30.5453 12.9351 20.5164
C -28.2665 10.9161 17.9958
O -28.2182 12.0748 18.6949
H -29.2984 10.6544 17.6888
H -27.4411 10.8299 17.2278
H -28.0281 9.9840 18.6517
H -27.2469 12.3424 18.8095
*
```